1.
The following is a quantum chemistry calculation of a 12-piece molecular cluster, H25O12 overall, from OMol25.

```
37
Properties=species:S:1:pos:R:3:forces:R:3
O 0.257348 1.867656 1.833227 -0.496 0.186 0.414
H 3.757013 2.689344 1.270447 -0.103 1.798 -0.304
H 1.405686 3.258894 -2.414600 0.597 -0.071 -0.834
O -1.711744 0.263100 -3.756507 -1.380 2.376 -2.447
H -2.012561 0.271596 -2.886033 0.167 -0.869 1.974
H 1.179730 -4.088588 2.733264 -0.092 -0.116 0.047
O 1.665389 -2.768524 -1.865011 0.392 -1.611 2.068
H -1.578077 4.283081 0.692595 -1.186 1.211 0.351
O -1.119488 -1.512296 2.494541 0.000 -4.399 0.179
H 2.222766 -2.074523 -2.178273 0.879 0.882 -0.276
H -0.824189 -0.632778 2.498394 1.484 1.684 0.366
O 3.477143 0.041134 -0.316172 0.681 -1.816 1.069
H 3.108651 0.822518 0.096107 -0.052 0.456 0.376
H 3.850903 -0.450647 0.477083 -0.566 1.078 -1.563
O 3.315448 1.977314 1.676234 -0.574 -2.696 0.946
H -1.286188 -2.241039 -0.668490 -0.496 1.783 0.142
H 2.417153 2.042591 2.042200 0.491 1.066 -0.660
O 0.898044 -3.329036 2.211585 0.574 0.489 0.037
H 2.163512 -3.156799 -1.069525 -1.145 0.937 -1.862
H -0.161095 2.302670 2.594307 0.294 -0.201 -0.149
O 0.535546 2.856594 -2.429072 -0.181 0.753 1.987
H 0.297771 3.174681 -1.517800 -0.404 -0.657 -1.035
H -1.080279 -0.321358 -4.097635 1.179 -1.464 0.395
O -1.296544 3.881781 -0.102860 2.083 -2.006 -0.547
H -0.450112 -2.300519 2.647773 -0.763 2.511 0.024
H -1.734117 3.999252 -0.939552 -0.860 0.728 0.213
O -1.033598 -2.339979 -1.954845 -4.290 -4.201 0.148
H -1.183177 -3.352167 -2.080769 0.805 2.613 -0.310
H -0.183567 -2.117229 -2.192514 3.718 0.276 -0.763
O -1.655544 -1.621502 0.153282 0.763 -1.573 -1.136
H -1.283354 -1.779582 1.091593 -1.070 1.061 0.787
H -0.237992 2.233264 1.084648 0.191 -0.023 -0.201
O -3.378721 0.293064 1.001525 -1.377 2.292 -0.408
H 1.668653 -2.726702 2.225920 -0.500 -0.384 -0.029
H -4.134959 0.337724 0.378368 0.314 -0.665 0.280
H -2.393142 -1.027573 -0.037871 0.120 0.144 0.766
H -3.482309 1.244580 1.304435 0.800 -1.576 -0.046
```
Positions in Å, forces in eV/Å.

Calculated values
ΔE to the lowest compared entry with this formula, charge and spin   255.83 kJ/mol
Frontier orbital gap   0.3890 hartree
Total charge   +1
LUMO   -2.942 eV
Calculated total energy   -24968.37952 eV

2.
The following is a quantum chemistry calculation of H26HeO13 as an isolated structure, from OMol25.

```
40
Properties=species:S:1:pos:R:3:forces:R:3
He 0.094024 0.159054 0.319230 0.028 -0.039 -0.046
O -1.193766 0.640824 2.593720 -0.279 -0.662 0.380
H -0.708646 1.293864 2.089320 0.421 0.495 -0.301
H -1.113206 0.930994 3.502320 -0.030 0.162 0.223
O -2.277286 -2.189336 2.814020 0.041 -0.389 0.135
H -3.117296 -2.260016 3.267480 -0.263 -0.138 0.136
H -1.952906 -1.318656 3.044040 0.266 0.541 -0.183
O 2.363824 0.506784 -2.634330 -0.062 0.172 0.296
H 2.195474 0.207024 -3.527650 -0.239 -0.155 -0.282
H 3.259814 0.842704 -2.658760 0.289 0.089 -0.019
O 0.165094 -3.140926 0.392160 0.191 0.118 -0.140
H 0.085954 -4.063686 0.150330 -0.007 -0.297 -0.188
H -0.162896 -3.099266 1.290440 0.020 0.052 0.487
O 3.730754 -1.136696 1.693080 0.546 0.237 0.657
H 3.012984 -0.508256 1.771130 -0.227 -0.060 -0.081
H 3.640564 -1.495616 0.810310 -0.419 -0.169 -0.502
O -0.135286 2.638514 -1.224910 -0.147 0.129 -0.689
H -0.536456 2.749574 -0.362960 -0.120 -0.116 0.243
H 0.806614 2.658884 -1.055660 0.249 0.045 -0.063
O -0.863326 -1.821926 -3.305320 0.309 -0.745 0.026
H -1.764576 -2.141306 -3.349750 -0.186 -0.142 -0.008
H -0.947126 -0.868556 -3.288260 0.035 0.784 -0.102
O -0.005116 2.952574 1.482500 -0.512 -0.024 0.547
H 0.877264 3.248524 1.258760 0.607 -0.148 -0.378
H -0.492646 3.758554 1.652620 -0.334 0.202 0.192
O -1.438766 0.864394 -2.803840 -0.396 -0.698 -0.817
H -1.782506 0.328074 -2.089390 -0.263 0.108 0.410
H -0.890396 1.518444 -2.370550 0.422 0.563 0.479
O 2.404254 3.186164 0.052700 -0.135 0.090 0.154
H 2.901614 2.385994 0.221830 0.213 -0.420 0.009
H 2.861274 3.862874 0.552130 0.311 0.348 -0.031
O -2.431096 -2.267176 0.046170 -0.712 0.293 -0.825
H -1.482906 -2.386326 -0.008180 0.444 -0.147 -0.241
H -2.620916 -2.277666 0.984300 -0.024 0.017 0.510
O -3.121026 0.546534 0.422110 -0.290 0.669 -0.225
H -2.954376 -0.277256 -0.035960 0.045 -0.666 -0.080
H -2.474916 0.563504 1.128140 0.083 -0.088 0.340
O 2.345784 -1.641146 -0.751700 0.373 -0.082 0.193
H 1.476224 -2.038996 -0.709010 -0.308 -0.330 0.278
H 2.245914 -0.911036 -1.362600 0.063 0.400 -0.495
```
Positions in Å, forces in eV/Å.

Calculated values
ΔE to the lowest compared entry with this formula, charge and spin   99.84 kJ/mol
Frontier orbital gap   0.3697 hartree
LUMO   -0.392 eV
Calculated total energy   -27119.63563 eV

3.
The following is a quantum chemistry calculation of H26KrO13 as an isolated structure, from OMol25.

```
40
Properties=species:S:1:pos:R:3:forces:R:3
Kr 0.015862 0.016723 -0.689325 -0.032 -0.066 -0.025
O -1.308911 -3.515585 -0.608499 -0.326 0.104 -0.632
H -0.876574 -3.105552 0.140629 0.387 0.218 0.549
H -1.656033 -4.338567 -0.264359 -0.104 -0.241 -0.025
O -1.014064 2.001183 2.057746 0.443 0.740 -0.495
H -1.138850 1.139038 2.454441 -0.090 -1.000 0.241
H -1.093137 2.615050 2.787907 -0.134 0.290 0.126
O 1.679998 2.514166 0.633049 0.706 -0.310 -0.001
H 0.806228 2.405628 1.008520 -0.912 -0.405 0.442
H 2.248554 2.665467 1.388083 0.108 0.417 0.316
O 2.448357 -1.267018 2.456447 -0.620 -0.485 0.658
H 2.882571 -0.763128 1.768128 0.126 0.432 -0.853
H 2.942851 -2.085260 2.503139 0.248 -0.215 0.098
O -0.009964 -2.728230 1.851068 -0.644 -0.203 -0.124
H 0.762993 -2.163905 1.868217 0.987 0.554 -0.066
H 0.037017 -3.224469 2.668237 0.001 -0.347 0.161
O 3.237602 0.163339 0.174383 0.446 -0.621 0.137
H 2.769674 0.970680 0.387611 -0.761 0.675 -0.132
H 4.160337 0.377109 0.312608 0.439 0.023 -0.092
O -1.323111 -0.608370 3.094907 -0.358 0.653 0.335
H -0.897673 -1.319982 2.616531 0.145 -0.478 -0.539
H -1.108573 -0.774397 4.012865 -0.011 0.079 0.278
O -2.892594 -1.293182 -1.736599 -0.403 0.600 -0.275
H -2.647309 -1.359954 -2.659434 0.075 -0.122 -0.255
H -2.512713 -2.072208 -1.330340 0.308 -0.497 0.379
O -3.353186 2.788645 0.293982 -0.158 0.292 0.423
H -3.276970 2.458497 -0.601246 -0.153 -0.006 -0.512
H -2.620663 2.386880 0.761113 0.307 -0.078 0.314
O -3.369603 1.737637 -2.272205 0.051 0.092 -0.240
H -3.213735 0.803697 -2.131875 0.050 -0.561 0.347
H -3.577249 1.808960 -3.203887 -0.068 0.226 -0.168
O 1.049651 4.305902 -1.287317 -0.081 0.414 -0.423
H 1.122767 3.724364 -0.530539 0.305 -0.205 0.150
H 0.187453 4.711469 -1.195906 -0.229 0.148 -0.122
O 3.531994 0.593538 -2.897738 0.189 0.170 -0.376
H 3.490714 0.927669 -2.001700 -0.162 -0.003 0.230
H 3.371344 -0.346101 -2.811105 -0.100 -0.236 0.075
O 0.733431 -3.479021 -2.865718 0.294 -0.006 -0.128
H -0.073134 -3.330126 -2.372227 -0.317 -0.070 0.480
H 0.484644 -3.340587 -3.779594 0.047 0.026 -0.257
```
Positions in Å, forces in eV/Å.

Calculated values
ΔE to the lowest compared entry with this formula, charge and spin   24.59 kJ/mol
Frontier orbital gap   0.3579 hartree
LUMO   -0.232 eV
Calculated total energy   -101970.50714 eV